Record 1
102
Properties=species:S:1:pos:R:3:mulliken_charge:R:1 method="wB97M-V/def2-TZVPD" total_charge=-1 gap_ev=3.13 total_energy_ha=-2731.8591
C -3.3106 -3.1574 3.6593 -1.21
C -3.6408 -3.9503 2.3904 -0.64
C -2.4094 -4.5296 1.6835 0.75
C -2.7280 -5.7827 0.8666 -1.13
C -1.5635 -6.2438 -0.0184 -0.24
C -1.6589 -5.7891 -1.4742 0.57
C -0.3440 -5.9781 -2.2297 -1.52
C 0.8048 -5.0548 -1.7974 -1.01
N 0.4292 -3.6962 -1.3968 1.72
C 1.3780 -3.2187 -0.3770 -0.83
C 1.0170 -3.6762 1.0493 -0.29
C 1.9477 -4.7557 1.5879 -1.17
I 1.4703 -5.2905 3.5946 -0.04
C 0.3668 -2.7256 -2.5052 0.13
C -0.0904 -3.3034 -3.8454 -1.01
C 1.0257 -3.7857 -4.7665 -0.53
F 1.2785 -2.8223 -5.7531 -0.38
C -0.5044 -1.5239 -2.0616 -0.83
O -0.1327 -0.4120 -2.8557 -0.21
C -0.1148 0.8800 -2.2521 0.01
C -1.0568 1.7793 -3.0563 -0.87
C -0.9520 3.2447 -2.6725 -0.54
F -0.9572 3.3527 -1.2829 -0.22
C 1.2994 1.4851 -2.1763 -0.96
S 2.6194 0.2557 -1.9790 -0.12
C 4.0693 1.2635 -2.4193 -0.38
C 4.9535 1.6842 -1.2355 -1.04
P -2.3327 -1.7836 -2.1470 0.29
N -3.0242 -2.4173 -0.8967 -0.65
H -4.1481 -3.1593 4.3627 0.35
H -3.0944 -2.1098 3.4306 0.29
H -2.4365 -3.5695 4.1724 0.32
H -4.3370 -4.7635 2.6316 0.35
H -4.1615 -3.2933 1.6835 0.27
H -1.6390 -4.7724 2.4275 0.08
H -1.9847 -3.7713 1.0115 -0.22
H -3.6115 -5.5839 0.2429 0.28
H -3.0074 -6.5950 1.5486 0.44
H -1.5153 -7.3411 -0.0171 0.45
H -0.6131 -5.9041 0.4117 -0.03
H -2.4182 -6.4011 -1.9788 0.53
H -1.9971 -4.7479 -1.5287 -0.90
H -0.5163 -5.8971 -3.3081 0.40
H -0.0045 -7.0104 -2.0652 0.60
H 1.3024 -5.5105 -0.9399 0.64
H 1.5709 -5.0329 -2.5937 0.15
H 1.4138 -2.1319 -0.4059 0.06
H 2.4029 -3.5455 -0.6389 0.52
H 1.0542 -2.8193 1.7286 0.79
H -0.0152 -4.0314 1.0507 -0.56
H 1.8916 -5.6832 1.0194 0.31
H 2.9852 -4.4218 1.6070 0.60
H 1.3625 -2.2902 -2.6897 0.00
H -0.5861 -2.5066 -4.4112 0.56
H -0.8357 -4.0895 -3.7013 0.19
H 0.7527 -4.7076 -5.2905 0.34
H 1.9707 -3.9456 -4.2378 0.30
H -0.3362 -1.3395 -0.9924 0.81
H -0.5017 0.8144 -1.2274 0.40
H -0.8347 1.6637 -4.1232 0.23
H -2.0835 1.4463 -2.8765 0.34
H -0.0178 3.6976 -3.0211 0.29
H -1.7910 3.8254 -3.0660 0.40
H 1.3151 2.1539 -1.3103 0.31
H 1.5224 2.0783 -3.0692 0.65
H 3.6853 2.1390 -2.9465 0.21
H 4.6350 0.6734 -3.1438 0.47
H 6.0134 1.5471 -1.4672 0.31
H 4.7263 1.0880 -0.3493 0.29
H 4.8015 2.7335 -0.9732 0.30
H -2.5572 -2.4050 -3.3913 0.11
H -2.6949 -0.4565 -2.4478 -0.16
H -3.5473 -3.2608 -1.0946 0.24
C 1.9954 7.7240 3.2083 -1.78
C 0.6880 6.9554 3.4745 1.61
C -0.4080 7.5090 2.5449 -1.45
C -0.2715 7.0862 1.0782 -0.81
C 0.3917 5.7091 0.9296 -0.89
C 0.2970 4.8333 2.1789 2.09
N 0.9630 5.5103 3.2845 0.23
O 0.8518 4.7467 4.4594 -0.95
C 1.0881 3.5457 1.9152 -1.64
C -1.1619 4.4110 2.4610 -1.64
C 0.2514 7.2394 4.9120 -1.87
H 2.7681 7.3371 3.8747 0.41
H 1.8800 8.8014 3.3802 0.32
H 2.3293 7.5663 2.1799 0.37
H -1.3725 7.1734 2.9287 0.31
H -0.4196 8.6025 2.6246 0.61
H -1.2693 7.0666 0.6284 0.35
H 0.2971 7.8313 0.5136 0.37
H -0.0473 5.1745 0.0831 -0.01
H 1.4585 5.8270 0.7098 0.36
H 2.1440 3.7925 1.7819 0.48
H 0.7127 3.0411 1.0140 -0.01
H 0.9990 2.8825 2.7737 0.44
H -1.5707 3.8418 1.6187 0.22
H -1.8146 5.2652 2.6391 0.33
H -1.1661 3.7926 3.3583 0.42
H 0.0824 8.3188 5.0292 0.38
H 1.0104 6.9039 5.6136 0.37
H -0.6653 6.7006 5.1471 0.40


Record 2
14
Properties=species:S:1:pos:R:3:mulliken_charge:R:1 method="wB97M-V/def2-TZVPD" de_lowest_ev=5.029 total_charge=-1 gap_ev=7.32 total_energy_ha=-382.2239
C -0.8982 1.7581 0.4412 0.55
O -1.1475 2.6606 1.3775 -0.81
C 0.4418 1.3311 0.1854 -0.71
C -0.8808 0.2485 0.8727 -0.89
C 1.3093 -2.5190 -1.4167 0.02
O 1.8883 -1.5156 -0.8139 -0.68
O 0.5589 -2.3825 -2.4002 -0.65
H -1.6069 1.9428 -0.4037 0.28
H -0.1005 -0.3143 1.4979 0.32
H 0.7162 1.1016 -0.7888 0.22
H 1.2286 1.3150 0.7805 0.36
H -1.7826 0.2136 1.5533 0.34
H -1.1379 -0.3350 0.0361 0.31
H 1.4113 -3.5049 -0.9214 0.34


Record 3
90
Properties=species:S:1:pos:R:3:mulliken_charge:R:1 method="wB97M-V/def2-TZVPD" de_lowest_ev=0.000 total_charge=+2 gap_ev="6.65 / 6.64" total_energy_ha=-5627.9783
Co -0.9294 -0.5612 0.9966 -1.74
C -0.5376 2.7328 1.9400 -1.17
C -1.0734 2.3633 0.5996 0.82
C -1.5625 3.2160 -0.3879 -1.87
C -2.0070 2.3944 -1.4052 0.07
N -1.7978 1.1230 -1.0470 0.85
N -1.2174 1.1008 0.1691 0.57
B -2.3338 -0.2134 -1.6473 0.57
N -1.1125 -1.1575 -1.7391 0.82
C -0.5474 -1.8408 -2.7407 -0.06
C 0.4837 -2.5993 -2.2261 -1.84
C 0.5052 -2.3511 -0.8570 0.51
C 1.3810 -3.0385 0.1305 -1.07
N -0.4699 -1.4622 -0.5775 1.23
N -3.2544 -0.8138 -0.5364 0.73
C -4.5613 -1.1040 -0.5255 -0.05
C -4.9516 -1.3290 0.7805 -1.74
C -3.8022 -1.1615 1.5512 0.59
C -3.6671 -1.2410 3.0343 -1.12
N -2.7853 -0.8650 0.7310 0.78
N -3.0762 0.0312 -2.9152 0.63
C -4.2168 0.7645 -3.0681 -0.51
C -4.5112 0.8054 -4.4004 -1.33
C -3.4795 0.0649 -5.0250 0.63
C -3.3047 -0.2233 -6.4799 -1.32
N -2.6228 -0.3889 -4.1295 -1.18
H -0.8702 3.7379 2.1912 0.54
H 0.5516 2.7354 1.9669 -0.04
H -0.8956 2.0582 2.7191 0.13
H -1.5895 4.2912 -0.3537 0.56
H -2.4630 2.6276 -2.3531 0.65
H -0.9443 -1.7286 -3.7354 0.71
H 1.1290 -3.2726 -2.7633 0.63
H 2.3796 -3.1577 -0.2859 0.51
H 0.9905 -4.0393 0.3203 0.32
H 1.4658 -2.4960 1.0635 -0.06
H -5.1278 -1.1216 -1.4412 0.71
H -5.9373 -1.5732 1.1365 0.56
H -4.6541 -1.1907 3.4876 0.48
H -3.0770 -0.4112 3.4258 0.24
H -3.1999 -2.1723 3.3571 0.00
H -4.7252 1.2027 -2.2233 0.72
H -5.3471 1.2935 -4.8712 0.45
H -4.0704 0.2810 -7.0650 0.38
H -3.3785 -1.2931 -6.6738 0.30
H -2.3293 0.1141 -6.8287 0.31
O 0.7717 -0.1278 1.6445 -0.71
As 2.1721 0.7054 1.0982 1.34
C 3.5487 -0.5332 0.6571 0.36
C 4.0136 -0.6808 -0.6449 -0.05
C 5.0250 -1.5969 -0.9037 -0.81
C 5.5626 -2.3504 0.1301 -0.58
C 5.1062 -2.1860 1.4339 -0.81
C 4.1015 -1.2723 1.7021 -0.66
C 1.8256 1.8325 -0.3975 0.68
C 2.0435 3.2018 -0.2822 -0.42
C 1.8307 4.0187 -1.3839 -0.93
C 1.4017 3.4696 -2.5831 -0.80
C 1.1803 2.1011 -2.6922 -1.10
C 1.3947 1.2759 -1.6011 0.33
C 2.7959 1.6815 2.6057 0.36
C 4.0341 2.3131 2.5058 -0.87
C 4.5320 3.0033 3.5990 -0.82
C 3.8040 3.0470 4.7817 -0.59
C 2.5796 2.4008 4.8802 -0.94
C 2.0675 1.7139 3.7891 -0.09
H 3.6101 -0.0845 -1.4526 0.49
H 5.3996 -1.7128 -1.9118 0.47
H 6.3537 -3.0589 -0.0762 0.44
H 5.5446 -2.7596 2.2394 0.45
H 3.7612 -1.1266 2.7218 0.47
H 2.3746 3.6344 0.6540 0.37
H 2.0034 5.0834 -1.3036 0.47
H 1.2419 4.1096 -3.4407 0.47
H 0.8469 1.6757 -3.6301 0.46
H 1.2304 0.2085 -1.6944 0.27
H 4.6131 2.2623 1.5902 0.46
H 5.4902 3.4999 3.5313 0.45
H 4.1987 3.5824 5.6347 0.44
H 2.0243 2.4300 5.8079 0.46
H 1.1157 1.2035 3.8589 0.36
C -1.9413 -3.9594 1.3093 -0.75
C -1.0999 -3.4494 2.4475 -0.61
O -0.8139 -2.0143 2.3096 0.12
H -2.0385 -5.0390 1.4295 0.54
H -1.4738 -3.7702 0.3436 0.10
H -2.9452 -3.5348 1.3053 0.13
H -0.1416 -3.9617 2.4879 0.50
H -1.5990 -3.5659 3.4086 0.49
H -0.0013 -1.8010 2.7923 0.15


Record 4
45
Properties=species:S:1:pos:R:3:mulliken_charge:R:1 method="wB97M-V/def2-TZVPD" de_lowest_ev=3.733 total_charge=-1 gap_ev="6.75 / 6.80" s2=2.0172 multiplicity=3 total_energy_ha=-2613.1553
V 0.6192 0.4164 0.8439 0.68
O 1.0168 -0.3003 2.8399 -0.63
C 2.2974 -0.9384 2.7217 -0.52
C 3.0085 -1.2792 1.3429 -0.43
O 2.4482 -0.5042 0.2796 -0.76
H 2.2041 -1.7864 3.4001 0.33
H 2.9532 -0.2213 3.2154 0.29
H 3.0872 -2.3635 1.2650 0.23
H 4.0432 -0.9419 1.4027 0.36
O 1.1009 2.5376 1.2338 -0.73
C -0.0868 3.3343 1.5034 -0.39
C -1.5355 2.5247 1.4770 -0.68
O -1.4104 1.1246 1.1273 -0.62
H 0.0245 4.2153 0.8712 0.30
H 0.0339 3.7948 2.4839 0.30
H -2.2504 2.8950 0.7422 0.28
H -2.2146 2.6731 2.3165 0.32
C -2.8521 -2.6317 2.1920 -1.01
C -1.4516 -3.1205 2.4380 -0.10
O -0.8295 -3.6034 1.2749 -0.34
C -0.3807 -2.8316 0.3987 0.32
O -0.3856 -1.6043 0.4674 -0.04
C -0.1268 -3.5473 -0.9888 0.79
F 0.7744 -2.7983 -1.6873 -0.20
F 0.2885 -4.7974 -0.8102 -0.25
F -1.2927 -3.4582 -1.6665 -0.25
H -2.8666 -1.9440 1.3464 0.19
H -3.3046 -2.1486 3.0580 0.36
H -3.5591 -3.4231 1.9429 0.33
H -1.4848 -3.9566 3.1366 0.31
H -0.8393 -2.3696 2.9373 0.19
C 1.7126 3.3324 -4.1009 -1.30
C 0.8943 2.9670 -2.7820 -0.08
O -0.0567 2.0585 -3.2036 -0.30
C -0.3856 1.1004 -2.3547 0.41
O 0.0909 0.8563 -1.2342 -0.24
C -1.5553 0.2626 -2.8246 0.98
F -0.9447 -0.6911 -3.5410 -0.26
F -2.1405 -0.4612 -1.8678 -0.17
F -2.4789 0.9321 -3.5412 -0.26
H 2.3616 4.2008 -3.9872 0.40
H 1.0661 3.3837 -4.9770 0.30
H 2.5177 2.6163 -4.2659 0.35
H 0.3442 3.8501 -2.4570 0.29
H 1.5453 2.6459 -1.9688 0.24


Record 5
37
Properties=species:S:1:pos:R:3:mulliken_charge:R:1 method="wB97M-V/def2-TZVPD" total_charge=-1 gap_ev="7.55 / 7.55" total_energy_ha=-2319.2764
Ir 0.9481 0.6966 1.6929 1.75
C -2.0707 -0.9521 -4.1351 -1.39
C -1.3746 -1.4043 -2.8798 0.88
C -0.0331 -1.1120 -2.6779 -0.38
C 0.5749 -1.3585 -1.4588 -0.68
C -0.1628 -1.9417 -0.4479 0.77
C -1.4830 -2.3266 -0.6509 -0.97
C -2.0810 -2.0576 -1.8671 -0.62
S 0.4114 -1.9544 1.2171 1.41
O 0.2219 -3.2574 1.7794 -0.73
O 1.7751 -1.3798 1.2687 -0.84
N -0.4803 -0.8121 1.8836 -0.14
C -1.1427 -0.9861 3.1527 -0.52
C -0.3747 -0.2213 4.2327 0.61
O -0.6702 -0.4040 5.3964 -0.71
O 0.4894 0.6234 3.7588 -0.64
H -1.4826 -1.1851 -5.0242 0.35
H -2.1958 0.1323 -4.0990 0.27
H -3.0540 -1.4125 -4.2268 0.36
H 0.5276 -0.6171 -3.4620 0.35
H 1.6033 -1.0682 -1.2836 0.39
H -2.0287 -2.8065 0.1521 0.40
H -3.1217 -2.3187 -2.0217 0.30
H -1.1988 -2.0248 3.4666 0.33
H -2.1284 -0.5172 3.1501 0.29
F 2.9269 1.8227 2.1964 -0.47
B 3.6005 2.1854 0.9390 0.46
F 2.8924 1.4908 -0.0783 -0.31
F 4.9160 1.8027 0.9925 -0.34
F 3.4464 3.5556 0.7429 -0.38
Cl 0.2170 3.1157 1.7438 -0.13
C 0.2893 3.3868 -0.0234 -0.37
C -0.1389 2.1424 -0.7891 0.56
O -0.5580 2.3145 -1.9203 -0.69
O -0.0260 1.0175 -0.1828 -0.76
H 1.3245 3.6121 -0.2687 0.19
H -0.3588 4.2197 -0.2685 0.40


Record 6
93
Properties=species:S:1:pos:R:3:mulliken_charge:R:1 method="wB97M-V/def2-TZVPD" total_charge=+2 gap_ev="6.75 / 8.34" s2=6.3332 multiplicity=5 total_energy_ha=-4130.9050
Mn -0.5705 0.5867 -0.2135 1.43
C -2.1566 -2.9859 3.9969 -1.28
C -2.6829 -1.7195 3.4437 0.97
N -3.6332 -1.0058 3.9421 -0.86
N -3.7577 0.0674 3.1154 0.29
C -2.8974 0.0433 2.0994 0.08
S -2.7055 1.1329 0.8374 -0.62
N -2.1923 -1.0992 2.3005 0.50
N -1.1804 -1.4940 1.4337 -0.69
H -2.7952 -3.2885 4.8225 0.37
H -1.1412 -2.8530 4.3757 0.26
H -2.1518 -3.7723 3.2413 0.35
H -4.4518 0.7727 3.3045 0.18
H -1.5440 -2.1804 0.7731 0.44
H -0.4354 -1.9234 1.9716 -0.01
N -1.6656 2.1192 -1.8210 -0.41
C -2.2473 1.4665 -2.9797 -0.60
C -3.1162 2.1613 -3.8139 -0.47
C -3.6527 1.5471 -4.9309 -0.79
C -3.3234 0.2306 -5.2300 -0.87
C -2.4728 -0.4718 -4.3978 -0.37
C -1.9286 0.1403 -3.2659 -0.05
P -0.8844 -0.8236 -2.1203 2.17
C 0.5830 -1.3151 -3.0758 0.29
C 0.8314 -0.9252 -4.3877 -0.60
C 1.9929 -1.3483 -5.0206 -0.74
C 2.8990 -2.1626 -4.3567 -0.72
C 2.6646 -2.5358 -3.0395 -0.71
C 1.5188 -2.1006 -2.3972 -0.58
C -1.8856 -2.3491 -2.0188 0.45
C -3.1420 -2.2257 -1.4155 -0.36
C -4.0314 -3.2874 -1.4336 -0.83
C -3.6722 -4.4775 -2.0546 -0.70
C -2.4259 -4.6038 -2.6489 -0.69
C -1.5248 -3.5465 -2.6286 -0.25
H -2.3905 2.6484 -1.3437 0.44
H -0.9970 2.8119 -2.1480 0.37
H -3.3741 3.1888 -3.5851 0.50
H -4.3290 2.0950 -5.5729 0.45
H -3.7340 -0.2482 -6.1086 0.46
H -2.2286 -1.5034 -4.6177 0.57
H 0.1290 -0.2998 -4.9218 0.49
H 2.1926 -1.0322 -6.0358 0.44
H 3.7916 -2.5026 -4.8645 0.44
H 3.3779 -3.1573 -2.5142 0.50
H 1.3319 -2.3669 -1.3606 0.37
H -3.4319 -1.2725 -0.9791 0.44
H -5.0103 -3.1842 -0.9834 0.49
H -4.3692 -5.3041 -2.0848 0.42
H -2.1517 -5.5242 -3.1472 0.47
H -0.5545 -3.6496 -3.0949 0.42
C 1.7483 -1.8391 1.9072 -1.58
C 1.7910 -0.9823 3.1460 1.21
C 2.2185 -1.5472 4.3437 -0.91
C 2.4264 -0.7726 5.4726 -0.77
C 2.2028 0.5950 5.4226 -0.87
C 1.7376 1.1712 4.2532 -1.31
C 1.5154 0.3926 3.1155 0.86
P 1.0349 1.1902 1.5419 2.27
C 0.6019 2.9053 2.0097 0.65
C -0.5384 2.9522 2.8237 -0.66
C -1.0795 4.1528 3.2350 -1.04
C -0.4922 5.3374 2.8138 -0.89
C 0.6429 5.3004 2.0247 -0.99
C 1.2215 4.0996 1.6092 0.52
C 2.4882 4.1652 0.7972 -1.07
C 2.6024 1.0521 0.6157 -0.09
C 3.8563 0.8739 1.1755 -0.51
C 4.9378 0.6071 0.3431 -0.88
C 4.7516 0.4748 -1.0256 -0.97
C 3.4931 0.6469 -1.5861 -0.40
C 2.4123 0.9644 -0.7714 -0.11
C 1.0737 1.3114 -1.2933 -1.93
H 2.7632 -1.9698 1.5234 0.46
H 1.1663 -1.3829 1.1041 -0.47
H 1.3625 -2.8382 2.1232 0.67
H 2.4166 -2.6123 4.3825 0.54
H 2.7783 -1.2319 6.3866 0.44
H 2.3900 1.2161 6.2880 0.50
H 1.5631 2.2372 4.2245 0.53
H -0.9862 2.0236 3.1621 0.69
H -1.9447 4.1667 3.8844 0.48
H -0.9150 6.2897 3.1049 0.44
H 1.1127 6.2277 1.7218 0.46
H 2.8577 5.1880 0.7657 0.53
H 2.3298 3.8420 -0.2337 0.16
H 3.2696 3.5421 1.2241 0.24
H 3.9992 0.9379 2.2474 0.61
H 5.9236 0.4828 0.7711 0.49
H 5.5939 0.2422 -1.6638 0.48
H 3.3555 0.5491 -2.6571 0.52
H 1.0245 1.2249 -2.3780 1.24
H 0.8195 2.3413 -0.9993 0.64